[1]
The following is a quantum chemistry calculation of a structure of composition C21H53AsBO5ScSi3, from OMol25.

XYZ file:
```
85
Properties=species:S:1:pos:R:3:forces:R:3:lowdin_charge:R:1
As -1.894 -1.390 -2.239 -0.03 -0.05 -0.22 0.8447
Sc -0.641 0.181 -0.341 -0.26 0.15 -0.16 0.9349
Si -2.613 -0.338 -4.287 -0.03 0.05 -0.09 0.3191
Si -0.266 -3.139 -2.535 0.09 -0.04 0.09 0.3206
Si -3.815 -2.661 -1.522 -0.06 -0.01 0.09 0.3323
O -2.209 -0.784 2.698 0.14 -0.05 0.03 0.1103
O 1.227 0.279 -1.785 0.02 -0.12 0.16 -0.3068
O 1.223 0.220 0.816 0.14 0.21 0.21 -0.2460
O -0.316 2.270 0.120 0.09 0.02 0.06 -0.3087
O -2.674 0.703 1.013 0.31 -0.42 -0.16 -0.0274
C -3.593 1.047 2.131 -0.04 0.24 0.07 -0.4297
C -3.526 -0.236 3.018 -0.08 0.06 -0.01 -0.4510
C -1.086 3.402 -0.334 0.01 -0.01 0.00 -0.0011
C -2.992 2.277 2.798 0.02 -0.06 -0.02 0.0051
C 1.148 -2.677 -3.663 -0.03 0.10 0.00 -0.1865
C 2.491 -0.049 0.183 -0.07 -0.08 -0.06 -0.0988
C -3.585 0.028 4.509 0.01 0.01 -0.04 0.0110
C 1.189 0.667 -3.171 -0.04 0.04 -0.04 -0.0560
C 1.169 1.338 1.734 -0.07 -0.04 -0.05 -0.0992
C -1.044 -4.709 -3.155 -0.06 0.05 -0.03 -0.1949
C -2.060 -1.389 -5.720 -0.05 -0.07 0.07 -0.1945
C 0.380 -3.351 -0.786 -0.06 0.01 -0.03 -0.1927
C 2.499 0.576 -1.188 0.03 0.07 -0.03 -0.1407
C -5.137 -1.415 -1.092 0.07 0.06 -0.04 -0.2065
C -4.391 -3.777 -2.900 0.00 0.04 0.04 -0.1885
C -4.547 -1.290 2.622 0.04 0.02 -0.03 0.0048
C -4.966 1.376 1.586 0.03 -0.01 0.02 0.0110
C -1.887 1.394 -4.399 0.01 -0.02 0.02 -0.2117
C -3.285 -3.615 -0.012 0.02 0.02 0.00 -0.1953
C -4.463 -0.150 -4.229 0.02 -0.03 0.05 -0.2081
C 0.779 2.606 0.999 -0.01 -0.02 -0.08 -0.1095
B -1.819 -0.306 1.503 -0.19 -0.10 0.02 -0.6043
H -4.516 -1.484 1.548 -0.02 0.00 0.07 0.0573
H 1.136 1.753 -3.254 -0.01 0.01 0.00 0.1135
H -3.860 -4.726 -2.933 0.02 0.00 0.00 0.0238
H -2.959 3.093 2.077 0.01 0.01 0.00 0.0850
H -4.164 -4.092 0.432 -0.02 0.01 0.00 0.0563
H -4.984 -1.105 -4.218 -0.06 -0.04 0.01 0.0229
H 0.761 -2.416 -0.361 0.04 0.01 -0.01 -0.0036
H 0.822 -2.344 -4.647 0.02 0.02 -0.04 0.0254
H 1.757 -3.571 -3.814 -0.02 -0.04 0.02 0.0540
H -3.602 2.603 3.639 0.00 0.00 0.01 0.1062
H 1.200 -4.072 -0.768 0.02 0.01 0.00 0.0568
H 1.593 3.018 0.399 0.00 0.02 0.02 0.1406
H -5.556 -0.983 2.895 -0.01 0.00 0.00 0.1081
H -1.459 3.956 0.525 0.01 0.00 0.00 0.1012
H -3.531 -0.919 5.044 -0.01 0.00 0.00 0.1045
H -1.550 -4.563 -4.111 -0.01 -0.01 0.00 0.0408
H 2.638 1.661 -1.159 -0.01 -0.01 0.00 0.1389
H 0.310 0.208 -3.612 0.02 0.02 0.04 0.0433
H -5.819 -1.845 -0.356 0.00 -0.02 0.01 0.0504
H -5.632 1.622 2.414 -0.01 0.01 0.00 0.1130
H -4.791 0.436 -3.369 0.01 0.00 0.00 0.0355
H -4.706 -0.504 -0.674 -0.04 -0.01 0.00 0.0101
H -0.395 -3.715 -0.113 -0.03 -0.01 0.04 0.0275
H -4.309 -3.308 -3.880 -0.01 0.01 -0.07 0.0193
H 2.567 -1.133 0.109 -0.02 0.00 0.03 0.1376
H -5.449 -3.998 -2.733 -0.01 0.00 0.00 0.0536
H -4.317 -2.217 3.146 0.00 0.00 0.00 0.1105
H -4.526 0.513 4.773 -0.01 0.00 0.01 0.1076
H 3.301 0.143 -1.790 -0.01 0.01 -0.01 0.1517
H 1.797 -1.916 -3.231 0.00 0.01 0.02 0.0114
H -5.728 -1.147 -1.966 -0.01 0.02 0.00 0.0271
H -0.997 -1.623 -5.673 0.04 0.01 -0.02 0.0120
H -2.630 2.027 -4.889 0.00 0.01 -0.02 0.0461
H -2.243 -0.871 -6.664 -0.04 0.03 0.00 0.0509
H -1.672 1.850 -3.429 0.01 0.00 -0.01 0.0090
H -0.986 1.431 -5.012 0.02 0.01 0.04 0.0356
H -1.754 -5.133 -2.448 -0.01 -0.01 0.02 0.0192
H -2.612 -2.331 -5.747 0.03 -0.01 -0.01 0.0360
H -4.778 0.386 -5.128 0.03 -0.01 -0.03 0.0529
H -2.841 -2.967 0.747 0.02 -0.04 0.01 0.0195
H 2.079 0.303 -3.683 0.01 -0.01 0.01 0.1091
H -5.406 0.550 1.035 0.01 0.00 -0.02 0.0674
H 3.306 0.316 0.806 0.01 0.02 -0.02 0.1520
H 0.412 1.067 2.470 0.01 -0.01 0.00 0.1346
H 0.446 3.364 1.711 0.02 -0.01 0.02 0.1530
H -4.911 2.248 0.934 0.00 0.00 0.00 0.1012
H -1.983 2.078 3.166 0.00 0.00 0.01 0.0960
H -2.760 0.653 4.843 0.00 0.01 0.01 0.0919
H -2.578 -4.410 -0.247 0.03 -0.02 -0.02 0.0243
H 2.130 1.454 2.234 -0.01 -0.01 0.02 0.1533
H -1.928 3.014 -0.905 0.01 0.01 0.00 0.1029
H -0.464 4.042 -0.960 0.00 0.01 -0.01 0.1146
H -0.254 -5.448 -3.310 0.03 0.01 0.01 0.0522
```
Positions in Å, forces in eV/Å.

* spin multiplicity: 1
* gap between HOMO and LUMO: 8.47 eV
* HOMO level: -13.94 eV
* net charge: +2
* energy relative to the best compared isomer or geometry (same formula, charge and spin): 5.8 kcal per mole
* E_tot: -5097.69078 Ha

[2]
The following is a quantum chemistry calculation of a structure of composition C21H53Li3N3O3 at a distorted geometry, from OMol25.

XYZ file:
```
83
Properties=species:S:1:pos:R:3:forces:R:3:lowdin_charge:R:1
O -13.151 -14.331 -6.250 4.38 -4.93 -13.53 -0.3967
O -13.045 -14.199 -4.229 1.61 0.29 5.30 -0.5899
O -10.238 -11.306 -2.129 -1.18 -2.03 0.31 0.0833
N -14.098 -16.314 -2.985 -1.84 -2.38 3.87 -0.2719
N -14.158 -12.471 -5.540 -0.49 12.46 -3.29 -0.3018
N -10.481 -14.780 -5.999 -0.18 -1.96 -1.99 -0.2564
C -11.738 -12.992 -3.069 4.68 4.68 9.06 -0.1774
C -10.562 -12.502 -2.155 0.70 2.06 -3.13 -0.3564
C -10.303 -13.725 -5.052 4.09 -2.23 -0.88 -0.2853
C -13.459 -10.188 -6.498 -1.10 0.12 0.02 -0.0420
C -13.466 -14.224 -1.577 0.74 -1.66 0.48 -0.0846
C -10.790 -12.396 -5.468 1.93 -0.69 0.10 -0.0419
C -13.738 -17.648 -3.479 -0.75 -0.21 -0.48 -0.2342
C -8.291 -14.277 -7.044 -0.54 1.33 -0.79 -0.0545
C -14.936 -12.908 -3.224 -2.01 1.40 -1.37 -0.0744
C -15.488 -12.305 -6.071 -0.63 -1.16 -0.28 -0.2182
C -13.969 -18.837 -2.557 1.48 -0.18 0.18 -0.0486
C -15.534 -16.181 -2.578 -1.46 -1.31 -0.59 -0.1567
C -9.788 -14.606 -7.287 1.05 -0.70 0.51 -0.1880
C -10.838 -17.258 -6.198 -0.97 -1.35 -0.90 -0.0782
C -9.651 -13.528 -1.597 0.18 0.81 1.41 0.0055
C -15.679 -12.725 -7.533 0.06 1.08 -0.62 -0.0490
C -13.044 -15.617 -2.199 -0.77 -1.13 3.36 -0.1675
C -10.264 -16.135 -5.392 0.44 0.40 -0.83 -0.1994
C -16.640 -16.756 -3.626 1.41 0.19 1.07 -0.0321
C -13.160 -11.695 -6.356 -2.16 3.02 0.03 -0.2134
C -14.027 -12.052 -4.184 -4.03 0.79 -0.10 -0.1843
Li -13.949 -13.809 -5.337 -5.83 -5.95 3.60 0.2738
Li -13.826 -15.432 -4.193 -1.79 -1.05 -4.97 0.4593
Li -12.129 -14.835 -5.275 3.18 -2.58 -0.47 0.4309
H -15.863 -15.153 -2.424 0.60 -0.08 0.23 0.0963
H -16.748 -12.777 -7.743 -0.04 0.31 0.00 0.0827
H -10.314 -13.970 -7.998 0.12 1.15 0.64 0.1248
H -14.672 -13.965 -3.184 -1.31 1.21 -0.65 0.0246
H -15.237 -11.929 -8.132 -0.26 0.05 -0.38 0.0720
H -13.558 -9.587 -5.594 0.06 -0.70 0.78 0.0777
H -8.815 -12.942 -1.216 0.30 -0.36 -0.09 0.0983
H -13.464 -18.666 -1.606 -0.67 0.33 0.47 0.0817
H -12.596 -12.332 -2.940 2.40 -0.30 2.00 0.1085
H -10.183 -13.856 -0.704 0.14 -0.84 0.10 0.0971
H -7.796 -14.404 -8.006 0.49 -0.14 0.36 0.0853
H -12.205 -11.583 -5.843 -3.29 2.04 -1.50 0.0352
H -15.994 -12.952 -3.481 -0.19 0.90 -0.45 0.1009
H -12.812 -16.226 -1.325 0.01 -0.44 0.30 0.1251
H -13.334 -19.659 -2.887 -0.37 -0.27 -0.56 0.0826
H -10.590 -11.639 -4.710 0.38 0.16 -0.22 0.1366
H -9.198 -16.346 -5.302 0.21 0.20 0.54 0.1311
H -14.890 -12.396 -2.263 -0.32 -0.34 0.10 0.1212
H -13.003 -12.175 -7.323 -0.06 0.04 0.12 0.1413
H -12.339 -13.693 -3.782 -3.65 -2.88 -2.55 -0.1792
H -7.763 -14.704 -6.191 -0.30 -1.12 -0.38 0.0779
H -11.875 -12.438 -5.569 2.62 -3.00 1.05 0.0129
H -14.283 -14.322 -0.862 -0.10 -0.17 -0.15 0.1198
H -10.887 -18.226 -5.698 0.71 0.08 0.65 0.0860
H -12.626 -13.741 -1.078 -0.26 -0.53 0.67 0.1008
H -11.397 -13.234 -4.075 -0.65 3.56 2.43 0.0179
H -16.655 -16.206 -4.566 0.18 -0.20 -0.15 0.0704
H -9.311 -14.334 -2.248 -0.40 0.00 0.03 0.0920
H -15.272 -13.638 -7.965 0.36 -0.23 0.96 0.0806
H -10.313 -17.492 -7.125 0.06 0.36 -0.01 0.0849
H -9.246 -13.774 -4.789 0.41 0.65 0.53 0.1456
H -12.165 -13.894 -2.630 2.45 0.86 0.51 0.0577
H -14.314 -17.803 -4.391 -0.41 -0.11 -0.10 0.1174
H -12.979 -12.092 -3.887 -2.52 1.85 -2.23 0.0736
H -16.518 -17.831 -3.754 0.25 0.11 -0.43 0.0605
H -13.737 -13.625 -2.447 1.35 -0.94 3.02 -0.0235
H -14.449 -10.061 -6.934 0.37 0.56 -0.89 0.0665
H -10.402 -12.102 -6.443 0.07 0.02 0.05 0.1382
H -8.168 -13.234 -6.754 -0.21 0.42 -0.46 0.0690
H -11.898 -17.186 -6.442 -0.15 0.79 -0.28 0.0807
H -12.620 -9.652 -6.942 -0.32 -0.24 -0.93 0.0877
H -17.643 -16.684 -3.204 0.17 0.44 0.32 0.0795
H -12.357 -14.379 -6.817 -1.47 -0.17 -0.70 0.0159
H -14.572 -11.108 -4.170 0.72 0.99 0.80 0.1379
H -10.793 -14.107 -4.156 1.99 -1.60 -0.88 0.0815
H -15.735 -16.744 -1.667 0.16 0.12 0.31 0.1196
H -14.997 -19.189 -2.473 0.14 0.28 0.16 0.0821
H -12.737 -17.637 -3.909 0.50 0.14 0.59 0.1094
H -16.163 -12.952 -5.511 -0.09 0.03 0.38 0.1126
H -10.741 -16.177 -4.413 0.21 0.30 0.39 0.1055
H -9.861 -15.474 -7.943 0.06 -0.81 0.81 0.1118
H -12.098 -15.635 -2.740 -0.24 0.15 -0.14 0.1068
H -15.820 -11.283 -5.893 -0.39 0.21 -0.21 0.1270
```
Positions in Å, forces in eV/Å.

* spin multiplicity: 1
* gap between HOMO and LUMO: 9.17 eV
* HOMO level: -11.29 eV
* net charge: +1
* energy relative to the best compared isomer or geometry (same formula, charge and spin): 633.4 kcal per mole
* E_tot: -1243.47443 Ha